A 2-piece molecular cluster, C4H14N2O overall. Source: OMol25; level of theory: ωB97M-V/def2-TZVPD.

Structure (XYZ):
```
21
Properties=species:S:1:pos:R:3:forces:R:3
C -0.587 -2.211 1.448 1.662 2.149 -1.842
N 0.601 -1.228 1.325 3.930 -4.099 -0.047
C 0.214 -0.423 -0.985 1.490 -3.454 0.856
C 0.540 -0.055 0.466 -1.168 -0.489 -0.273
C -0.506 0.913 1.038 -1.151 2.526 0.218
N -0.274 2.237 0.277 -4.696 -1.686 -1.047
H -0.245 -3.232 1.691 -0.270 0.895 0.716
H -1.209 -1.590 2.068 -0.763 -1.003 0.905
H -1.097 -2.304 0.483 -0.129 -0.111 0.047
H 1.568 -1.862 1.038 -3.651 2.430 0.914
H -0.513 0.165 -1.411 -1.931 1.175 -0.755
H -0.080 -1.509 -0.869 -0.512 1.259 -0.624
H 1.014 -0.571 -1.717 0.488 0.680 0.478
H 1.509 0.444 0.535 -0.079 0.014 0.160
H -1.679 0.658 1.022 2.840 0.161 -0.327
H -0.230 1.156 2.092 -0.435 -0.776 -0.481
H 0.522 2.609 0.612 3.419 1.611 1.375
H -1.017 2.977 0.397 0.935 -1.493 0.015
H -0.007 0.707 -3.070 -2.147 -2.747 2.344
H 1.024 1.816 -2.878 -1.706 -1.450 -1.795
O 0.451 1.300 -3.559 3.875 4.407 -0.837
```
Positions in Å, forces in eV/Å.

The calculation puts the HOMO energy at -8.79 eV. Its molecular weight is 106.17 g mol⁻¹. For the HOMO-LUMO gap, the calculation gives 9.7231 eV. The structure (SMILES) is CN[C@@H](C)CN.O. Its largest force on an atom is 0.1153 Eh/bohr. Its net charge is 0. Its lowest unoccupied orbital energy is 0.94 eV. As for the total energy: -9400.206 eV. As for the energy above the lowest of the compared OMol25 structures with the same formula, charge and spin: 78.4 kcal per mole.

=====

A 5-piece molecular cluster, C16H45N3O5 overall. Source: OMol25; level of theory: ωB97M-V/def2-TZVPD.

Structure (XYZ):
```
69
Properties=species:S:1:pos:R:3:forces:R:3
C 0.074 -1.058 -1.492 0.144 -0.231 -0.688
C 0.207 0.298 -2.148 -0.641 -0.105 0.649
O -0.922 1.065 -1.747 0.211 0.049 -0.063
H -0.849 -1.574 -1.766 -0.160 0.275 0.065
H 0.133 -0.948 -0.410 0.168 -0.265 0.011
H 0.872 -1.672 -1.922 0.141 -0.149 0.565
H 0.237 0.173 -3.233 0.166 0.213 -0.079
H 1.129 0.735 -1.754 0.120 0.215 -0.379
H -0.825 1.989 -2.020 -0.046 -0.111 -0.170
C 0.760 -5.543 -0.717 0.018 0.232 -0.739
C -0.617 -4.881 -0.688 -0.824 -0.093 0.334
O -1.695 -5.831 -0.730 0.248 0.187 -0.384
H 1.361 -5.095 0.071 0.345 -0.315 -0.094
H 1.256 -5.438 -1.689 0.049 0.523 0.132
H 0.712 -6.630 -0.649 -0.313 0.064 0.719
H -0.783 -4.118 -1.458 0.341 -0.213 -0.201
H -0.789 -4.330 0.240 0.246 -0.235 0.097
H -1.760 -6.126 -1.646 -0.121 -0.107 0.146
C -4.144 -1.974 -0.100 0.005 -0.471 0.373
C -3.700 -1.188 1.116 0.522 1.311 0.595
C -2.930 -1.969 2.191 -0.347 -0.108 -0.867
O -2.637 -1.108 3.270 -0.147 -0.146 0.164
C -1.510 -1.522 4.009 0.352 0.821 0.124
N -2.935 0.009 0.689 0.402 -0.530 -0.046
H -4.831 -2.787 0.144 -0.186 0.207 0.163
H -3.315 -2.490 -0.591 0.186 0.353 -0.104
H -4.629 -1.276 -0.777 0.041 -0.126 -0.208
H -4.549 -0.713 1.622 -0.298 -0.549 -0.027
H -1.981 -2.309 1.757 -0.028 -0.213 -0.104
H -3.532 -2.840 2.478 0.163 -0.056 0.325
H -1.723 -2.269 4.777 -0.095 -0.395 -0.351
H -1.113 -0.662 4.557 -0.255 0.113 -0.103
H -0.718 -1.809 3.312 0.052 -0.446 0.214
H -2.172 -0.258 0.067 -0.221 0.077 -0.158
H -2.460 0.362 1.517 -0.176 0.184 0.007
C -2.874 3.355 -0.484 0.606 -0.348 -0.989
C -1.548 4.127 -0.334 -1.334 -0.064 0.324
C -1.194 4.784 -1.685 -0.297 0.741 0.476
O -1.256 3.824 -2.710 0.248 -0.360 0.307
C -1.165 4.271 -4.021 0.500 -0.177 -1.867
N -1.764 5.088 0.770 0.518 0.065 -0.870
H -2.760 2.701 -1.351 -0.180 -0.263 0.274
H -3.726 3.984 -0.758 0.135 0.368 0.343
H -3.110 2.739 0.375 0.015 0.083 0.123
H -0.777 3.423 -0.016 0.116 0.021 -0.158
H -0.227 5.309 -1.636 0.090 -0.290 -0.079
H -1.942 5.565 -1.911 0.002 -0.083 0.202
H -1.341 5.329 -4.236 -0.234 0.107 0.724
H -1.847 3.712 -4.670 -0.316 -0.025 0.395
H -0.193 4.058 -4.490 0.229 0.046 0.493
H -2.447 5.748 0.403 0.074 0.166 0.418
H -0.906 5.602 0.967 -0.187 0.053 -0.026
C 3.812 1.664 1.576 0.728 0.615 -0.919
C 4.611 0.463 2.095 -1.460 0.272 0.556
C 5.104 -0.502 1.047 0.978 0.632 -0.617
O 4.049 -0.896 0.217 -0.055 -0.541 0.414
C 4.429 -1.765 -0.829 0.048 0.233 0.321
N 5.747 0.952 2.860 0.433 -0.024 0.414
H 3.106 1.457 0.772 -0.024 -0.485 0.184
H 4.519 2.386 1.149 -0.051 0.053 0.131
H 3.260 2.167 2.369 0.113 -0.094 0.159
H 3.840 -0.031 2.710 0.485 -0.591 0.110
H 5.680 -1.318 1.509 -0.602 -0.398 0.153
H 5.891 -0.014 0.444 -0.219 0.279 -0.076
H 5.240 -1.305 -1.404 -0.269 0.014 -0.368
H 3.504 -1.922 -1.378 0.265 -0.036 -0.442
H 4.810 -2.739 -0.498 -0.132 0.048 0.331
H 6.395 0.216 3.123 -0.133 -0.131 -0.192
H 5.458 1.355 3.745 -0.152 0.152 -0.171
```
Positions in Å, forces in eV/Å.

The calculation puts the HOMO energy at -8.72 eV. Its molecular weight is 359.55 g mol⁻¹. For the HOMO-LUMO gap, the calculation gives 9.3492 eV. The structure (SMILES) is COC[C@H](C)N.COC[C@H](C)N.COC[C@H](C)N.CCO.CCO. Its largest force on an atom is 0.0377 Eh/bohr. Its net charge is 0. Its lowest unoccupied orbital energy is 0.63 eV. As for the total energy: -32026.784 eV. As for the energy above the lowest of the compared OMol25 structures with the same formula, charge and spin: 17.8 kcal per mole.

=====

CH3BrNO3S as an isolated structure. Source: OMol25; level of theory: ωB97M-V/def2-TZVPD.

Structure (XYZ):
```
10
Properties=species:S:1:pos:R:3:forces:R:3
C -0.449 -0.632 0.514 -0.717 -2.045 -6.347
N 0.836 -1.459 -0.685 -1.959 1.188 3.777
O 0.434 1.768 0.875 -1.193 -1.169 -0.814
O -1.919 1.542 0.174 1.930 -1.407 -0.641
O -0.031 1.095 -1.379 0.165 -0.401 -2.675
S -0.512 1.067 -0.044 -1.086 3.345 4.139
Br 2.439 -0.775 0.108 0.271 -0.481 -0.199
H -0.113 -0.646 1.452 1.686 -0.434 3.547
H -1.400 -1.222 0.355 1.215 0.775 -0.010
H 0.716 -0.736 -1.371 -0.312 0.628 -0.776
```
Positions in Å, forces in eV/Å.

The calculation puts the HOMO energy at -5.12 eV. Its molecular weight is 189.01 g mol⁻¹. For the HOMO-LUMO gap, the calculation gives 8.4519 eV. Its largest force on an atom is 0.1304 Eh/bohr. Its net charge is -1. Its lowest unoccupied orbital energy is 3.34 eV. As for the total energy: -89595.219 eV. As for the energy above the lowest of the compared OMol25 structures with the same formula, charge and spin: 20.2 kcal per mole.

=====

C2H9Br2CoN4O3 as an isolated structure. Source: OMol25; level of theory: ωB97M-V/def2-TZVPD.

Structure (XYZ):
```
21
Properties=species:S:1:pos:R:3:forces:R:3
Co 21.400 1.148 16.459 -1.081 0.981 1.424
Br 22.963 2.884 15.454 -0.019 -0.144 0.078
Br 21.762 -1.230 16.090 0.090 -0.548 -0.387
O 19.933 1.658 17.735 -0.254 0.071 -0.215
H 19.392 1.856 18.524 1.006 -0.335 -0.913
C 20.196 1.287 13.636 0.801 0.171 2.789
O 20.008 1.462 14.829 -0.185 -0.305 0.773
N 21.137 0.531 13.094 1.089 -1.147 -0.297
N 19.512 1.911 12.734 -2.584 2.113 -3.943
H 21.472 -0.196 13.710 0.551 -0.332 -0.269
H 21.135 0.519 12.084 0.588 -0.811 0.507
H 19.820 1.721 11.791 -0.675 0.559 0.053
H 18.818 2.632 12.873 0.453 -0.308 0.434
C 23.495 0.771 19.008 -1.282 -0.124 -1.261
O 22.597 0.905 18.250 -3.188 1.656 -2.989
N 23.572 -0.368 19.559 0.984 -5.800 3.210
N 24.313 1.702 19.294 3.859 4.961 1.217
H 24.259 -0.671 20.234 -0.282 0.075 -0.222
H 22.839 -0.978 19.225 0.344 -0.344 0.213
H 24.108 2.578 18.836 0.210 -0.106 -0.108
H 25.208 1.628 19.755 -0.428 -0.284 -0.095
```
Positions in Å, forces in eV/Å.

The calculation puts the HOMO energy (spin up / spin down) at -4.22 / -3.90 eV. Its molecular weight is 355.86 g mol⁻¹. As for the expectation value of S²: 3.757. For the HOMO-LUMO gap (spin up / spin down), the calculation gives 7.3063 / 6.9929 eV. Its largest force on an atom is 0.1303 Eh/bohr. Its net charge is -1. The spin multiplicity is 4. Its lowest unoccupied orbital energy (spin up / spin down) is 3.09 / 3.09 eV. As for the total energy: -192039.661 eV. As for the energy above the lowest of the compared OMol25 structures with the same formula, charge and spin: 54.5 kcal per mole.